Record 1
{"formula": "C6H15N3O2P", "method": "ωB97M-V with the def2-TZVPD basis set", "charge": 1, "smiles": "CN1C(=[NH2+])NC(C)(C)[P@]1(=O)CO", "e_tot_ha": -893.48388, "elements": ["C", "N", "C", "N", "N", "C", "C", "C", "P", "O", "C", "O", "H", "H", "H", "H", "H", "H", "H", "H", "H", "H", "H", "H", "H", "H", "H"], "positions_angstrom": [[-1.385991, -0.670146, 2.267192], [-0.515102, -0.630737, 1.072490], [-0.117707, -1.487697, 0.206086], [-0.098846, -2.832791, 0.346634], [0.266448, -1.032122, -0.935468], [-0.059741, 0.551269, -1.225333], [1.010363, 1.121323, -2.145354], [-1.494546, 0.439914, -1.709645], [-0.229072, 1.020787, 0.559111], [-1.280866, 1.992042, 0.853245], [1.364311, 1.312034, 1.446596], [1.027599, 1.083834, 2.739981], [-2.276537, -0.080322, 1.952565], [-1.716717, -1.581807, 2.626618], [-0.789486, -0.153798, 3.042552], [-0.013220, -3.404068, 1.217366], [0.043031, -3.339259, -0.466549], [0.784346, -1.458043, -1.618601], [0.715977, 1.120173, -3.246684], [1.825812, 0.314598, -2.082796], [1.400437, 1.998679, -1.786689], [-2.341146, 0.698703, -0.979856], [-1.632991, -0.547014, -2.042756], [-1.798208, 1.107167, -2.597169], [2.070019, 0.613528, 0.931903], [1.636523, 2.311319, 1.266630], [0.991551, 1.991175, 3.178629]], "forces_ev_per_angstrom": [[0.322, 2.509, -0.502], [-1.098, 2.111, 1.726], [0.248, -3.774, 0.177], [-0.283, -0.081, 2.847], [-0.488, 5.207, -0.844], [-0.568, -2.623, 1.103], [-0.003, -4.320, -1.469], [-2.519, 2.722, -1.069], [1.090, 0.516, -0.611], [-0.299, -0.080, 0.257], [-0.858, -1.096, -3.219], [0.323, 1.497, 2.958], [0.549, -0.269, 0.713], [-0.224, -2.203, 0.190], [-0.826, -0.284, -0.242], [-0.308, 1.415, -0.991], [0.317, -1.073, -1.611], [1.388, -1.682, -1.562], [0.137, 0.401, 1.619], [-0.611, 1.545, -0.233], [0.851, 2.326, 0.453], [1.552, -0.480, -0.582], [-0.453, -1.206, -0.523], [0.998, -0.742, 1.234], [0.049, 0.339, 1.085], [0.744, 1.301, -0.422], [-0.030, -1.977, -0.483]], "nbo_charge": [-0.428, -0.679, 0.668, -0.779, -0.580, -0.182, -0.624, -0.675, 2.025, -1.033, -0.378, -0.707, 0.242, 0.229, 0.254, 0.438, 0.405, 0.418, 0.255, 0.220, 0.240, 0.265, 0.229, 0.258, 0.197, 0.216, 0.509]}

***

Record 2
{"formula": "C6H15N4", "method": "ωB97M-V with the def2-TZVPD basis set", "charge": 1, "smiles": "CCNN(C=C=[NH2+])[C@H](C)N", "e_tot_ha": -456.28590, "elements": ["C", "C", "N", "N", "C", "C", "N", "C", "C", "N", "H", "H", "H", "H", "H", "H", "H", "H", "H", "H", "H", "H", "H", "H", "H"], "positions_angstrom": [[2.346954, -1.134876, 0.647532], [2.201761, 0.008830, -0.354188], [0.991768, -0.057917, -1.145059], [-0.201760, 0.266057, -0.454683], [-0.503455, 1.266421, 0.373333], [-0.124890, 1.959469, 1.519081], [0.084340, 3.178571, 1.819146], [-1.377453, -0.508784, -1.029274], [-2.429514, -0.786116, 0.046812], [-0.861721, -1.725409, -1.593259], [3.249656, -0.998145, 1.235581], [1.496319, -1.166893, 1.327265], [2.413579, -2.089181, 0.129706], [3.028064, -0.005670, -1.066327], [2.212774, 0.971442, 0.165561], [0.808355, -0.977353, -1.559638], [-1.594578, 1.400978, 0.412299], [0.184957, 3.437737, 2.796041], [0.158967, 3.941106, 1.141986], [-1.792186, 0.111975, -1.833320], [-3.088205, -1.572459, -0.316491], [-1.955468, -1.129191, 0.962400], [-3.063442, 0.067090, 0.270121], [-1.214042, -1.934783, -2.513826], [-0.970782, -2.522899, -0.980803]], "forces_ev_per_angstrom": [[-0.024, 0.258, -0.100], [0.047, -0.236, 0.433], [-0.068, 1.141, 0.438], [-0.147, 0.480, 0.454], [-0.560, -0.783, -0.593], [1.027, -0.974, -0.537], [-0.003, 0.491, -0.212], [-0.499, -0.163, -0.272], [0.039, 0.049, -0.206], [-0.182, -0.136, 0.032], [0.095, -0.065, 0.102], [-0.054, 0.000, 0.088], [0.019, -0.090, -0.019], [-0.032, 0.134, 0.057], [0.168, 0.051, -0.083], [-0.011, 0.222, 0.255], [0.173, -0.114, -0.026], [-0.007, 0.001, -0.133], [0.004, -0.156, 0.139], [0.115, -0.168, 0.103], [-0.014, 0.027, -0.045], [0.047, -0.059, 0.135], [-0.016, 0.078, 0.063], [-0.057, 0.025, -0.016], [-0.061, -0.013, -0.059]], "nbo_charge": [-0.629, -0.230, -0.429, -0.168, -0.022, 0.233, -0.654, 0.114, -0.646, -0.848, 0.232, 0.203, 0.215, 0.228, 0.183, 0.418, 0.262, 0.426, 0.406, 0.211, 0.248, 0.230, 0.223, 0.405, 0.388]}

***

Record 3
{"formula": "C6H15N5O", "method": "ωB97M-V with the def2-TZVPD basis set", "charge": 2, "smiles": "C=C(C)NC(=[NH2+])NC(=[NH2+])NOC", "e_tot_ha": -585.93584, "elements": ["C", "C", "C", "N", "C", "N", "N", "C", "N", "N", "O", "C", "H", "H", "H", "H", "H", "H", "H", "H", "H", "H", "H", "H", "H", "H", "H"], "positions_angstrom": [[0.611629, 1.055786, -1.562411], [0.134732, 2.050484, -0.857572], [-0.005554, 3.488293, -1.242454], [-0.131017, 1.782863, 0.523616], [-0.838764, 0.801049, 1.075809], [-0.951941, 0.875006, 2.430294], [-1.433811, -0.221763, 0.305911], [-0.979010, -1.511225, 0.236622], [-1.777792, -2.364735, -0.416740], [0.244018, -1.849665, 0.640342], [0.864443, -3.080336, 0.450953], [2.162446, -2.910634, -0.061088], [1.050678, 0.088004, -1.106938], [0.810239, 1.188570, -2.600309], [-0.686634, 3.648793, -1.960225], [0.910514, 3.931036, -1.691676], [-0.025241, 4.080190, -0.249549], [0.198334, 2.593425, 1.065798], [-0.281227, 1.391701, 3.029509], [-1.455635, 0.091176, 2.873006], [-2.376535, 0.017599, -0.024655], [-1.390864, -3.210496, -0.723014], [-2.757013, -2.191523, -0.656346], [0.842522, -1.203130, 1.172983], [1.990324, -2.688458, -1.141625], [2.643377, -3.862401, 0.054396], [2.627781, -1.989608, 0.435362]], "forces_ev_per_angstrom": [[1.497, -2.156, 0.176], [0.298, -0.373, -0.064], [3.741, 0.718, 3.668], [-0.524, -0.008, -0.054], [1.745, 2.179, 1.630], [-0.210, -1.949, -0.641], [-0.172, 1.051, 1.342], [-0.514, -1.103, -1.564], [0.027, 1.398, 0.826], [0.599, 0.901, 0.344], [-2.733, -0.164, 1.249], [0.133, 2.453, -1.622], [-1.260, 1.620, -0.744], [0.181, 0.075, -0.611], [-3.247, 0.887, -1.910], [-0.135, -0.879, 0.200], [-0.933, -0.441, -1.838], [-0.580, -0.762, 0.502], [-0.794, -0.304, -0.715], [0.361, 0.820, -0.046], [0.535, -0.438, -0.055], [0.523, -1.551, -0.291], [0.671, 0.158, 0.173], [-0.546, -0.243, -0.330], [0.846, -0.100, 0.564], [0.484, -0.149, 0.341], [0.008, -1.638, -0.530]], "nbo_charge": [-0.345, 0.127, -0.653, -0.492, 0.670, -0.724, -0.627, 0.664, -0.727, -0.273, -0.312, -0.256, 0.195, 0.247, 0.261, 0.273, 0.220, 0.447, 0.456, 0.441, 0.472, 0.445, 0.449, 0.412, 0.194, 0.258, 0.179]}

***

Record 4
{"formula": "C6H15N6O", "method": "ωB97M-V with the def2-TZVPD basis set", "charge": 1, "smiles": "CC(C)NN/C(N)=N\\C(=[NH2+])/N=C/O", "e_tot_ha": -641.13837, "elements": ["C", "C", "C", "N", "N", "C", "N", "N", "C", "N", "N", "C", "O", "H", "H", "H", "H", "H", "H", "H", "H", "H", "H", "H", "H", "H", "H", "H"], "positions_angstrom": [[-1.890351, -1.010833, -1.089091], [-2.234728, -0.470685, 0.411947], [-3.794062, -0.294028, 0.580086], [-1.650824, 0.821554, 0.768279], [-0.256724, 0.787111, 0.847157], [0.498099, 1.336665, -0.046063], [-0.016318, 1.984228, -1.090507], [1.806286, 1.401818, 0.067118], [2.843592, 0.653009, 0.267080], [3.995352, 1.259924, 0.579896], [2.969488, -0.730527, 0.243420], [2.684841, -1.644345, -0.608779], [2.691534, -2.955255, -0.336122], [-2.046015, -0.179212, -1.886135], [-0.981478, -1.485736, -1.101173], [-2.570054, -1.817737, -1.308765], [-2.011919, -1.252243, 1.062196], [-3.961704, 0.520116, 1.347152], [-4.078916, -1.327219, 0.686483], [-4.219629, 0.097704, -0.338491], [-1.960715, 1.145322, 1.761157], [0.216611, 0.191116, 1.554330], [0.652646, 2.458938, -1.825785], [-0.974732, 2.323935, -1.028352], [4.049764, 2.240225, 0.869277], [4.832943, 0.670186, 0.737570], [2.479390, -1.558039, -1.669091], [2.927617, -3.165986, 0.545201]], "forces_ev_per_angstrom": [[-2.683, 3.191, 1.041], [-2.101, 0.872, -2.918], [2.026, 1.151, -0.544], [-0.025, 0.690, 1.997], [-0.408, -1.815, 2.185], [1.534, 1.048, -1.899], [0.565, 1.700, -2.268], [1.092, -0.164, 0.174], [0.247, -0.400, -0.408], [1.509, -0.237, 0.557], [-0.983, -1.003, -0.201], [0.431, 0.254, 0.732], [-0.377, 1.141, -1.735], [0.535, -1.483, 1.422], [2.658, -0.562, -0.276], [-0.654, -0.102, -0.010], [1.093, -1.247, 1.456], [-0.371, -1.648, -0.277], [-1.131, 0.081, 0.808], [-0.066, 0.000, -0.182], [0.316, -0.843, -2.434], [-0.529, 0.636, -0.638], [-1.883, -1.386, 2.516], [0.324, -0.380, -0.189], [-0.315, -0.711, -0.427], [-1.083, 0.732, -0.126], [-0.181, 0.574, -0.160], [0.462, -0.090, 1.804]], "nbo_charge": [-0.620, -0.048, -0.607, -0.457, -0.408, 0.659, -0.774, -0.602, 0.651, -0.751, -0.584, 0.499, -0.624, 0.221, 0.200, 0.230, 0.169, 0.214, 0.229, 0.218, 0.383, 0.397, 0.443, 0.431, 0.427, 0.421, 0.180, 0.503]}

***

| no. | orbital gap (eV) |
| --- | --- |
| 1 | 10.71 |
| 2 | 8.09 |
| 3 | 9.01 |
| 4 | 10.81 |